ORCA calculation (wB97M-V/def2-TZVPD) on a molecular structure, C45H47ClIrN2O2SbSi2 at a distorted geometry.

Summary:
Energy in eV: -92146.896
E_HOMO (alpha / beta) in eV: -10.07 / -10.03
Total charge: +1
LUMO energy (alpha / beta) in eV: -5.63 / -5.49
Multiplicity: 2
Kohn-Sham gap (alpha / beta) in Eh: 0.163 / 0.167

Cartesian coordinates (Å):
H  -4.586  2.885  -3.089
O  1.015  2.422  -0.445
H  6.159  0.492  2.304
H  6.000  -0.820  1.161
C  -4.850  -2.888  -1.129
Ir  0.374  0.312  -0.305
C  3.153  -3.772  -0.247
H  -6.372  1.733  0.624
H  5.460  -1.064  -2.316
H  -4.767  -0.132  0.806
C  3.507  2.365  1.619
C  -3.800  -2.740  -0.235
H  -4.666  -5.101  2.015
Sb  -2.330  -1.204  -0.707
C  5.369  0.011  -2.425
H  1.981  -0.718  2.424
C  0.175  1.459  5.892
C  0.062  -0.970  5.992
C  -1.319  5.217  -0.153
C  5.757  0.223  1.333
H  -6.643  -3.955  -1.596
C  -0.861  3.887  -0.236
C  -5.641  1.573  -0.157
O  -1.565  1.616  -0.162
H  4.020  3.058  -1.648
H  2.459  4.547  -0.615
C  1.780  -3.991  -0.334
C  -1.992  -3.342  -2.926
H  4.670  -2.264  -0.164
H  -0.359  -1.967  4.163
C  3.149  -0.036  -0.345
H  -0.269  -1.050  -5.497
H  -2.849  3.141  -0.082
H  -2.467  -3.990  -2.200
H  2.483  2.831  -2.465
C  -4.717  -4.484  1.130
C  3.618  -2.480  -0.242
C  3.046  -0.617  2.610
C  0.934  6.008  -0.388
C  -1.557  -3.861  -4.134
H  0.105  -1.877  6.577
C  -3.734  -3.534  0.894
H  1.617  6.840  -0.447
H  -0.750  1.059  1.998
H  4.010  2.977  0.877
C  -1.797  2.832  -0.158
C  -0.757  -1.693  -4.779
C  0.540  3.597  -0.387
H  2.446  2.583  1.567
Si  3.584  0.609  -2.077
C  -3.817  0.301  -1.064
H  -3.031  0.988  -2.935
C  -0.080  1.415  4.551
C  -0.599  0.138  2.536
C  2.395  -0.282  -3.273
C  -5.761  -4.639  0.235
H  3.984  2.699  -3.361
Cl  -0.994  7.888  -0.078
C  -0.199  -1.017  4.653
H  2.498  -1.361  -3.214
Si  3.865  0.524  1.318
H  3.866  2.671  2.596
C  -1.823  -1.995  -2.648
C  -1.189  -1.177  -3.569
H  2.583  0.008  -4.301
N  0.792  0.321  9.129
C  0.946  -2.901  -0.416
C  -0.280  0.175  3.875
C  -5.577  2.433  -1.243
H  -0.597  -3.443  -6.000
H  -6.523  -5.382  0.416
C  -0.941  -3.036  -5.060
H  3.843  -4.598  -0.183
H  -2.919  -3.415  1.599
H  -0.844  -0.797  2.059
H  -0.124  -3.042  -0.492
H  3.164  -0.246  3.622
H  -4.905  -2.261  -2.011
H  -0.153  2.328  3.977
H  -2.375  5.406  -0.038
H  6.277  0.815  0.587
H  1.359  -0.044  -3.043
C  0.266  0.265  6.630
H  0.302  2.403  6.400
C  -5.828  -3.839  -0.895
H  5.648  0.262  -3.443
C  -3.767  1.145  -2.159
C  0.546  0.300  8.007
C  -0.440  6.262  -0.210
H  3.473  -1.615  2.574
C  1.405  4.732  -0.476
H  -6.246  3.278  -1.303
N  1.387  -1.640  -0.417
H  -1.026  -0.132  -3.334
C  3.508  2.480  -2.409
H  1.380  -4.989  -0.333
C  2.715  -1.413  -0.338
C  -4.644  2.214  -2.244
H  -1.693  -4.912  -4.346
C  -4.747  0.521  -0.060
H  6.091  0.475  -1.765